one:
Here is a cluster of 2 separate species, CHIOS2 in total from OMol25. Energies are from ωB97M-V/def2-TZVPD.

Geometry (Å):
C1 0.068 0.188 0.453
O1 -0.587 -1.038 -1.847
S1 0.794 -1.337 0.788
S2 0.548 -0.475 -1.158
I1 0.887 2.012 1.178
H1 -1.709 0.650 0.586

- E_HOMO (alpha / beta) (eV) = -7.42 / -9.94
- multiplicity = 3

---

two:
Here is a cluster of 2 separate species, CHIOS2 in total from OMol25. Energies are from ωB97M-V/def2-TZVPD.

Geometry (Å):
C1 1.357 -2.894 -0.748
O1 0.729 -2.897 0.189
S1 -0.483 1.026 1.155
S2 0.191 0.583 -0.719
I1 -2.479 2.346 0.918
H1 0.685 1.836 -0.795

- E_HOMO (alpha / beta) (eV) = -6.77 / -9.62
- multiplicity = 3

---

Short version: one is the least stable of them.

---

one:
Here is an isolated molecule of C4H10O2 from OMol25. Energies are from ωB97M-V/def2-TZVPD.

Geometry (Å):
C1 1.601 0.400 -0.030
C2 0.127 0.070 0.167
C3 -0.104 -1.433 0.271
O1 -0.312 0.722 1.374
C4 -0.731 0.676 -0.952
O2 -2.099 0.597 -0.631
H1 1.740 1.469 -0.221
H2 2.168 0.140 0.869
H3 2.012 -0.156 -0.878
H4 0.256 -1.941 -0.629
H5 0.428 -1.849 1.134
H6 -1.176 -1.643 0.365
H7 -0.742 0.060 1.929
H8 -0.421 1.720 -1.108
H9 -0.583 0.140 -1.895
H10 -2.164 1.027 0.236

- E_HOMO (eV) = -10.11
- SMILES string = CC(C)(O)CO

---

two:
Here is a cluster of 2 separate species, C4H10O2 in total from OMol25. Energies are from ωB97M-V/def2-TZVPD.

Geometry (Å):
C1 -0.799 -1.772 -0.744
O1 -0.297 -0.455 -0.655
C2 -0.896 0.267 0.415
C3 -0.381 1.692 0.453
C4 2.666 0.337 0.276
O2 2.264 0.426 -0.961
H1 -1.879 -1.761 -0.947
H2 -0.286 -2.273 -1.567
H3 -0.621 -2.329 0.188
H4 -0.683 -0.255 1.361
H5 -1.986 0.264 0.266
H6 -0.542 2.189 -0.509
H7 -0.918 2.247 1.227
H8 0.684 1.745 0.690
H9 1.835 -0.206 0.823
H10 1.362 0.046 -1.105

- E_HOMO (eV) = -8.32

---

Short version: two is the least stable of them.